1.
Entry from OMol25: 8 unconnected molecules or ions with the total composition C46H134N21O9P7 (ωB97M-V with the def2-TZVPD basis set).

Molecular weight   1342.53 g mol⁻¹
HOMO-LUMO gap   8.39 eV
Structure (SMILES)   CN(C)P(=O)(N(C)C)N(C)C.CN(C)P(=O)(N(C)C)N(C)C.CN(C)P(=O)(N(C)C)N(C)C.CN(C)P(=O)(N(C)C)N(C)C.CN(C)P(=O)(N(C)C)N(C)C.CN(C)P(=O)(N(C)C)N(C)C.CN(C)P(=O)(N(C)C)N(C)C.CCOC(C)=O

Atoms and positions in Å:
O 16.00 18.09 16.74
P 16.77 18.49 17.92
N 16.16 19.68 18.85
C 16.16 21.04 18.32
C 14.96 19.42 19.59
N 18.19 19.12 17.39
C 18.82 18.38 16.29
C 19.17 19.45 18.43
N 16.88 17.22 18.97
C 17.06 15.93 18.35
C 17.45 17.41 20.26
H 17.02 21.17 17.67
H 16.36 21.74 19.13
H 15.21 21.21 17.81
H 14.85 18.43 20.01
H 14.08 19.52 18.94
H 14.93 20.17 20.37
H 19.16 17.44 16.69
H 18.14 18.16 15.46
H 19.64 19.01 15.97
H 19.85 20.16 17.98
H 18.66 20.06 19.19
H 19.67 18.54 18.82
H 16.12 15.66 17.86
H 17.83 15.92 17.56
H 17.34 15.25 19.15
H 17.40 18.46 20.51
H 18.51 17.16 20.18
H 17.05 16.80 21.07
O 10.55 15.18 18.86
P 11.73 15.13 17.99
N 11.99 16.63 17.31
C 12.96 16.72 16.29
C 10.88 17.59 17.19
N 11.42 13.96 16.91
C 12.37 13.58 15.92
C 10.08 13.72 16.44
N 13.22 14.70 18.48
C 13.62 13.34 18.83
C 13.76 15.78 19.39
H 12.53 16.45 15.32
H 13.78 16.04 16.47
H 13.31 17.76 16.21
H 11.17 18.55 16.74
H 10.48 17.83 18.18
H 10.05 17.18 16.63
H 12.30 12.48 15.95
H 12.11 13.84 14.89
H 13.39 13.81 16.19
H 9.36 13.99 17.21
H 9.87 14.35 15.56
H 9.91 12.71 16.08
H 13.53 13.19 19.91
H 13.18 12.51 18.29
H 14.70 13.25 18.65
H 12.91 16.18 19.95
H 14.06 16.62 18.77
H 14.61 15.35 19.94
O 16.54 11.94 19.85
P 16.41 10.75 19.00
N 17.65 9.80 19.36
C 18.88 10.23 20.07
C 17.81 8.54 18.62
N 16.39 10.81 17.39
C 17.65 11.35 16.83
C 15.21 11.25 16.63
N 14.96 10.05 19.31
C 14.56 8.76 18.73
C 14.40 10.27 20.61
H 18.80 11.11 20.69
H 19.59 10.38 19.26
H 19.17 9.35 20.63
H 18.50 7.89 19.16
H 18.27 8.76 17.65
H 16.85 8.05 18.52
H 17.67 10.98 15.81
H 17.57 12.44 16.77
H 18.54 11.06 17.40
H 14.33 10.81 17.09
H 15.17 12.33 16.55
H 15.23 10.91 15.58
H 14.90 7.92 19.33
H 13.47 8.75 18.61
H 15.18 8.64 17.84
H 14.68 9.43 21.25
H 13.32 10.25 20.46
H 14.74 11.17 21.11
O 23.44 15.35 13.41
P 24.37 16.47 13.35
N 25.80 15.95 12.73
C 26.85 16.92 12.41
C 26.21 14.57 12.71
N 24.85 17.26 14.75
C 23.79 17.80 15.55
C 25.91 16.64 15.56
N 23.71 17.74 12.53
C 22.88 17.34 11.41
C 24.43 19.00 12.34
H 26.80 17.75 13.11
H 26.70 17.37 11.43
H 27.81 16.43 12.47
H 27.05 14.41 12.02
H 25.42 13.87 12.47
H 26.60 14.31 13.69
H 24.11 18.63 16.19
H 23.02 18.10 14.84
H 23.41 17.07 16.28
H 25.48 15.80 16.11
H 26.66 16.21 14.90
H 26.34 17.37 16.24
H 22.21 16.49 11.67
H 22.17 18.13 11.09
H 23.57 17.10 10.62
H 23.74 19.83 12.25
H 25.03 19.01 11.41
H 25.05 19.20 13.21
O 13.50 21.78 11.33
P 14.06 20.75 12.22
N 13.32 19.25 12.36
C 13.36 18.45 11.15
C 12.04 19.25 13.00
N 14.01 21.30 13.79
C 14.44 20.46 14.85
C 14.45 22.68 14.00
N 15.56 20.42 11.68
C 16.35 21.58 11.25
C 16.37 19.43 12.43
H 12.94 17.44 11.26
H 14.34 18.36 10.72
H 12.75 18.99 10.42
H 11.22 19.24 12.28
H 11.99 20.15 13.61
H 11.89 18.42 13.70
H 14.46 19.39 14.68
H 15.50 20.63 15.09
H 13.85 20.73 15.73
H 14.18 23.22 13.09
H 14.00 23.13 14.88
H 15.54 22.71 14.08
H 17.19 21.23 10.63
H 15.76 22.31 10.69
H 16.85 22.04 12.12
H 16.63 19.88 13.39
H 17.31 19.17 11.94
H 15.77 18.55 12.64
O 15.46 13.12 11.14
P 15.02 13.83 9.93
N 14.95 12.84 8.60
C 16.23 12.63 7.99
C 14.04 11.69 8.68
N 16.13 15.04 9.64
C 15.77 15.99 8.62
C 17.49 14.88 10.00
N 13.53 14.36 10.14
C 12.83 15.11 9.11
C 12.80 14.26 11.43
H 16.10 12.15 7.01
H 16.72 11.99 8.70
H 16.72 13.59 7.79
H 13.20 12.02 9.29
H 14.44 10.87 9.28
H 13.82 11.41 7.64
H 15.19 15.51 7.83
H 15.08 16.74 9.03
H 16.65 16.44 8.18
H 18.02 14.56 9.13
H 17.90 15.77 10.50
H 17.55 14.08 10.75
H 13.05 14.70 8.12
H 11.76 15.03 9.33
H 13.07 16.17 9.19
H 12.59 15.24 11.83
H 13.35 13.67 12.16
H 11.86 13.75 11.19
O 22.82 9.01 16.02
P 22.95 10.36 15.48
N 24.17 11.16 16.31
C 24.56 12.41 15.87
C 24.71 10.61 17.51
N 21.69 11.49 15.49
C 21.41 12.00 16.77
C 20.56 11.02 14.75
N 23.25 10.26 13.87
C 23.66 9.03 13.28
C 23.53 11.45 13.10
H 24.70 13.08 16.72
H 23.78 12.84 15.24
H 25.50 12.49 15.29
H 24.01 10.76 18.32
H 25.73 10.97 17.69
H 24.62 9.52 17.43
H 22.30 12.30 17.30
H 20.72 12.84 16.72
H 20.99 11.26 17.45
H 19.82 11.78 14.51
H 20.90 10.56 13.80
H 20.10 10.11 15.15
H 23.45 9.08 12.20
H 24.75 8.90 13.36
H 23.05 8.23 13.67
H 23.16 11.34 12.08
H 24.60 11.70 13.07
H 23.02 12.27 13.59
O 18.26 14.46 14.46
C 18.51 15.29 13.60
O 17.68 16.37 13.37
C 16.48 16.31 14.18
C 15.36 15.65 13.43
C 19.78 15.34 12.67
H 16.22 17.36 14.36
H 16.75 15.77 15.10
H 15.51 14.56 13.33
H 15.31 16.10 12.44
H 14.41 15.94 13.90
H 20.64 15.46 13.34
H 19.67 16.15 11.94
H 19.88 14.40 12.12

Mulliken atomic charge list, values in e, 4 entries: 0.207 -0.068 0.164 -1.173



2.
Entry from OMol25: 23 unconnected molecules or ions with the total composition C46H138O23S23 (ωB97M-V with the def2-TZVPD basis set).

Molecular weight   1797.13 g mol⁻¹
Relative energy (zero: lowest compared OMol25 entry of this formula, charge and spin)   8.92 kcal/mol
HOMO-LUMO gap   8.41 eV

Atoms and positions in Å:
C 1.59 -0.38 0.83
S 0.12 -1.32 0.18
O -1.09 -0.56 0.72
C 0.26 -0.87 -1.51
H 1.80 -0.73 1.84
H 1.28 0.68 0.82
H 2.39 -0.56 0.16
H -0.67 -1.14 -2.05
H 1.14 -1.38 -2.03
H 0.29 0.19 -1.60
C 3.99 -3.34 3.56
S 4.11 -5.09 4.10
O 3.13 -5.88 3.27
C 5.77 -5.35 3.48
H 4.09 -3.23 2.48
H 4.74 -2.72 4.09
H 2.97 -3.04 3.89
H 6.48 -4.77 4.12
H 5.78 -5.01 2.42
H 5.99 -6.45 3.51
C -6.55 -1.47 -3.08
S -5.83 -1.68 -4.71
O -6.09 -3.08 -5.09
C -7.26 -0.88 -5.59
H -7.66 -1.35 -3.10
H -6.16 -0.62 -2.57
H -6.26 -2.37 -2.61
H -7.28 0.20 -5.34
H -8.23 -1.25 -5.23
H -7.18 -1.02 -6.66
C 6.35 -4.75 -2.31
S 5.11 -4.45 -0.94
O 5.75 -3.65 0.22
C 4.01 -3.30 -1.75
H 6.95 -5.62 -1.96
H 6.93 -3.87 -2.62
H 5.69 -5.06 -3.10
H 3.02 -3.36 -1.38
H 3.92 -3.57 -2.81
H 4.37 -2.29 -1.69
C 7.36 2.70 4.90
S 8.48 2.23 3.60
O 7.69 1.48 2.67
C 8.60 3.94 2.86
H 7.89 3.03 5.77
H 6.67 1.88 5.15
H 6.74 3.56 4.65
H 8.95 4.62 3.67
H 7.62 4.25 2.53
H 9.33 3.96 2.05
C -3.03 -5.90 -2.44
S -2.93 -4.07 -2.61
O -4.09 -3.56 -1.86
C -1.57 -3.88 -1.44
H -3.76 -6.29 -3.15
H -3.37 -6.09 -1.42
H -2.10 -6.43 -2.71
H -1.81 -4.49 -0.53
H -1.37 -2.83 -1.21
H -0.66 -4.32 -1.85
C -6.45 1.52 3.06
S -5.30 2.87 2.65
O -5.21 2.91 1.16
C -6.38 4.27 3.15
H -6.00 0.55 2.84
H -7.41 1.66 2.51
H -6.80 1.57 4.07
H -7.37 4.21 2.65
H -5.78 5.08 2.78
H -6.56 4.30 4.19
C -3.65 -3.24 1.52
S -4.59 -1.76 1.76
O -4.00 -0.99 2.90
C -4.09 -0.84 0.37
H -3.83 -3.79 2.48
H -2.55 -2.98 1.50
H -3.95 -3.85 0.65
H -4.36 -1.47 -0.53
H -3.01 -0.66 0.42
H -4.69 0.13 0.46
C 3.16 2.40 -2.07
S 2.78 0.87 -2.92
O 1.53 1.21 -3.74
C 4.24 0.82 -4.11
H 2.28 2.70 -1.54
H 3.59 3.24 -2.67
H 3.81 2.05 -1.30
H 3.99 -0.04 -4.79
H 5.12 0.69 -3.50
H 4.18 1.81 -4.51
C -1.20 -3.64 5.98
S -0.27 -2.30 5.25
O 1.11 -2.84 4.97
C -1.14 -2.09 3.64
H -0.70 -3.98 6.89
H -1.13 -4.57 5.39
H -2.24 -3.42 6.13
H -2.09 -1.62 3.89
H -1.12 -2.97 2.99
H -0.60 -1.29 3.14
C 1.61 -4.48 1.14
S 0.37 -5.44 2.31
O -0.96 -5.31 1.56
C 0.93 -7.10 1.89
H 2.58 -4.66 1.56
H 1.22 -3.46 1.11
H 1.49 -4.93 0.15
H 2.00 -7.29 2.10
H 0.80 -7.27 0.86
H 0.27 -7.76 2.44
C 2.62 -2.74 8.38
S 3.85 -4.14 8.04
O 4.32 -4.55 9.36
C 2.42 -5.36 7.73
H 3.30 -2.00 8.83
H 1.80 -2.98 9.08
H 2.19 -2.33 7.48
H 1.77 -4.98 6.91
H 1.87 -5.26 8.74
H 2.79 -6.42 7.50
C 1.55 4.76 2.21
S 3.02 3.56 2.47
O 2.64 2.23 1.87
C 4.01 4.37 1.23
H 0.59 4.27 2.52
H 1.51 5.13 1.17
H 1.78 5.60 2.90
H 4.96 3.84 1.15
H 4.14 5.40 1.43
H 3.49 4.27 0.24
C 0.92 4.79 -3.80
S 1.10 6.54 -3.39
O -0.22 6.99 -2.82
C 2.14 6.03 -2.01
H 0.11 4.87 -4.56
H 0.57 4.21 -2.94
H 1.81 4.40 -4.23
H 2.95 5.38 -2.30
H 1.54 5.43 -1.33
H 2.43 7.04 -1.58
C -2.21 2.21 -0.26
S -0.68 3.06 0.11
O 0.06 3.14 -1.18
C -1.57 4.61 0.37
H -2.75 2.77 -1.05
H -2.75 2.02 0.66
H -1.98 1.24 -0.72
H -2.18 4.46 1.23
H -2.19 4.72 -0.53
H -0.93 5.50 0.41
C -6.07 4.95 -3.29
S -4.94 4.36 -1.93
O -5.18 5.29 -0.78
C -5.99 2.81 -1.73
H -6.99 5.33 -2.88
H -6.36 4.13 -3.91
H -5.67 5.74 -3.98
H -5.63 2.15 -2.53
H -7.00 3.17 -1.86
H -5.75 2.38 -0.81
C -1.80 1.55 3.20
S -1.01 1.15 4.81
O -0.19 2.30 5.22
C -2.57 1.03 5.81
H -1.04 1.74 2.49
H -2.57 2.29 3.25
H -2.31 0.63 2.88
H -3.25 0.33 5.36
H -3.10 1.98 5.90
H -2.27 0.66 6.84
C -4.34 -4.44 -6.76
S -3.51 -2.81 -6.54
O -2.01 -3.09 -6.70
C -3.97 -2.23 -8.28
H -5.27 -4.32 -7.30
H -4.63 -4.84 -5.75
H -3.67 -5.14 -7.25
H -3.88 -3.04 -8.95
H -3.22 -1.42 -8.43
H -4.95 -1.80 -8.30
C 0.48 -4.18 -5.44
S 0.40 -2.56 -4.51
O 1.73 -2.48 -3.78
C 0.51 -1.48 -5.95
H 0.49 -4.96 -4.67
H 1.41 -4.17 -6.06
H -0.44 -4.27 -6.07
H -0.34 -1.74 -6.55
H 1.42 -1.65 -6.52
H 0.46 -0.42 -5.71
C 2.79 1.88 6.53
S 3.74 0.67 5.59
O 4.09 -0.48 6.43
C 2.49 0.15 4.42
H 1.96 1.40 7.07
H 2.38 2.58 5.81
H 3.49 2.35 7.26
H 1.46 0.22 4.81
H 2.77 -0.93 4.28
H 2.62 0.72 3.52
C 7.31 -0.64 0.42
S 6.15 0.66 0.28
O 5.36 0.45 -0.95
C 5.08 0.07 1.62
H 7.81 -0.58 1.40
H 8.12 -0.47 -0.38
H 6.81 -1.59 0.34
H 5.61 0.36 2.53
H 4.92 -0.98 1.40
H 4.22 0.68 1.76
C -1.61 2.09 -4.03
S -2.60 0.60 -4.09
O -4.03 1.07 -3.75
C -2.38 0.53 -5.91
H -0.51 1.89 -4.03
H -1.72 2.57 -3.03
H -1.87 2.86 -4.75
H -2.72 1.43 -6.39
H -2.99 -0.25 -6.34
H -1.32 0.39 -6.13
C -2.49 8.31 -4.90
S -3.81 8.62 -3.67
O -5.08 8.29 -4.30
C -3.36 7.10 -2.78
H -2.55 9.10 -5.71
H -2.69 7.34 -5.34
H -1.49 8.22 -4.45
H -2.27 7.03 -2.62
H -3.55 6.19 -3.43
H -3.91 6.91 -1.84

Mulliken atomic charge list, values in e, 4 entries: 0.295 1.248 -0.711 0.589